Computed, not measured: C36H44N5OPtSi as an isolated structure, with wB97M-V/def2-TZVPD.

Last column: Löwdin charge in e.
Atoms and positions in Å:
Pt -0.30507 -0.23281 0.64065  1.0227
C 1.70873 0.01404 0.28397  -0.3526
Si 2.06462 1.71481 -0.40334  0.6524
C 0.70754 2.62115 0.58907  -0.2124
N -0.57419 1.86309 0.58739  -0.3172
C -1.26089 1.98591 -0.73900  -0.1902
C -1.69806 3.40777 -1.09214  -0.1604
C -2.60064 3.97456 0.00250  -0.1804
C -1.91482 3.85780 1.36290  -0.1626
C -1.48227 2.41462 1.62735  -0.1836
C 3.74443 2.39359 0.10184  -0.2407
C 4.01837 2.71679 1.43297  -0.1026
C 5.26448 3.18622 1.81587  -0.0830
C 6.26693 3.33817 0.86797  -0.0798
C 6.01902 3.01335 -0.45740  -0.0759
C 4.76955 2.54382 -0.83429  -0.0939
C 1.85800 1.85027 -2.26551  -0.2690
C 1.47866 0.74518 -3.02984  -0.1045
C 1.43030 0.81399 -4.41424  -0.0776
C 1.76049 1.99580 -5.06194  -0.0766
C 2.12172 3.11119 -4.31843  -0.0751
C 2.16794 3.03691 -2.93514  -0.1051
H 2.22350 -0.06407 1.24959  0.0027
H 2.07400 -0.80076 -0.34765  0.0095
H 0.54653 3.64248 0.24588  0.0837
H 1.05045 2.68461 1.62430  0.0904
H -2.16285 1.36971 -0.69807  0.1024
H -0.60073 1.59613 -1.51144  0.0945
H -2.23387 3.36505 -2.04162  0.1233
H -0.82756 4.04806 -1.24529  0.1097
H -3.53975 3.41157 0.02196  0.1141
H -2.83920 5.01720 -0.20966  0.1158
H -2.60331 4.15337 2.15601  0.1201
H -1.05703 4.53037 1.40561  0.1112
H -2.37779 1.79769 1.65526  0.0768
H -0.98012 2.33891 2.59268  0.1275
H 3.24860 2.59971 2.18889  0.0922
H 5.46082 3.43244 2.85138  0.1047
H 7.24036 3.70706 1.16326  0.1061
H 6.80097 3.12465 -1.19725  0.1066
H 4.58603 2.28978 -1.87141  0.0971
H 1.22490 -0.18558 -2.53222  0.0931
H 1.14841 -0.05758 -4.99117  0.1047
H 1.73859 2.04849 -6.14242  0.1064
H 2.38000 4.03502 -4.81985  0.1073
H 2.46428 3.91088 -2.36424  0.1095
C -4.46823 0.19136 1.94131  -0.0234
C -3.14116 -0.23252 2.04336  -0.1767
N -2.43755 -0.73788 1.04032  -0.0627
C -3.16242 -1.10703 -0.14627  -0.2558
C -4.55883 -0.56448 -0.32918  -0.1421
C -5.15749 0.09155 0.72214  -0.0201
C -5.13494 -0.93253 -1.57407  -0.0314
C -4.69284 -2.07172 -2.21457  -0.0073
C -3.85805 -2.98523 -1.54452  -0.1901
C -3.64258 -4.33398 -1.88091  0.0065
C -3.06451 -5.16608 -0.96533  -0.1057
N -2.76382 -4.75696 0.30915  0.0893
C -2.89518 -3.49694 0.56741  -0.1355
N -3.30962 -2.57668 -0.32372  0.0717
H -4.95574 0.61463 2.80802  0.1164
H -2.59832 -0.09419 2.97180  0.1213
H -2.54602 -0.81573 -1.00850  0.1534
H -6.16853 0.46357 0.62908  0.1195
H -5.97348 -0.37656 -1.97143  0.1181
H -5.10573 -2.36264 -3.17000  0.1226
H -3.98833 -4.70556 -2.83531  0.1217
H -2.88594 -6.21271 -1.16870  0.1092
H -2.66272 -3.12632 1.55589  0.1289
O 0.07902 -2.23466 0.21730  -0.1025
C 0.27305 -3.21789 0.94913  -0.4616
C 0.84791 -4.47676 0.39061  -0.0856
C 2.36046 -4.39409 0.73899  -0.1550
C 2.72857 -4.12838 2.21278  -0.1817
C 2.52198 -2.68594 2.72299  -0.1551
C 1.05664 -2.31063 3.04564  -0.1558
N 0.15622 -3.20973 2.30722  0.0752
H 0.71807 -4.51937 -0.68905  0.1262
H 0.38486 -5.34788 0.85334  0.1270
H 2.81751 -3.61862 0.11885  0.1202
H 2.80121 -5.34653 0.44133  0.1174
H 3.79740 -4.32883 2.29961  0.1153
H 2.22670 -4.85432 2.86095  0.1162
H 2.90966 -2.00243 1.96388  0.0935
H 3.12717 -2.54729 3.61987  0.1137
H 0.83928 -1.28313 2.74992  0.0698
H 0.83318 -2.41738 4.10551  0.1223
H 0.18312 -4.14293 2.69139  0.1316

energy above the lowest of the compared OMol25 structures with the same formula, charge and spin: 0.105 eV
total charge: +1
gap between HOMO and LUMO (spin up / spin down): 6.2 / 6.1 eV
multiplicity: 3
E: -58662.23174 eV
LUMO level (spin up / spin down): -0.085 / -0.177 hartree

=====

Computed, not measured: a single C4H7N3 molecule, with wB97M-V/def2-TZVPD.

Last column: Löwdin charge in e.
Atoms and positions in Å:
H -1.78091 -0.91276 2.24158  0.0607
N -1.12033 -0.40956 1.66495  0.1392
C -0.62843 -1.12988 0.72802  -0.4663
C -0.93862 -2.55968 0.64998  -0.1328
N -1.31658 -3.64870 0.75954  0.1533
N 0.12630 -0.53509 -0.23775  0.0244
C 0.26967 0.90828 -0.09200  -0.2758
C 1.02680 1.58049 -1.21959  -0.0939
H 0.72057 -1.05777 -0.86267  0.1408
H -0.74599 1.31239 -0.02013  0.1128
H 0.73749 1.12497 0.87639  0.1142
H 0.53263 1.44094 -2.18609  0.0746
H 2.06192 1.23106 -1.29089  0.0724
H 1.05547 2.65533 -1.01135  0.0764

energy above the lowest of the compared OMol25 structures with the same formula, charge and spin: 0.564 eV
total charge: 0
gap between HOMO and LUMO: 10.5 eV
structure (SMILES): [H]/N=C(\C#N)NCC
E: -8731.11488 eV
LUMO level: 0.029 hartree